Entry from the OMol25 dataset: an isolated ion of composition C3H5N2 and charge +1 at a distorted geometry (ωB97M-V with the def2-TZVPD basis set).

Each line ends with the Löwdin spin population.
CARTESIAN COORDINATES (ANGSTROEM)
C1 -0.9529 0.6707 -0.0283  0.177
C2 0.2552 0.1285 0.6664  0.561
C3 0.0910 0.0199 -0.9083  0.570
N1 1.3182 0.6264 -0.0867  0.482
N2 0.2129 -1.1511 0.0667  0.175
H1 -1.7845 -0.0463 0.2423  0.006
H2 -1.2791 1.6898 0.0494  0.003
H3 1.5372 1.5636 -0.2929  0.014
H4 0.9981 -1.6436 -0.1903  0.003
H5 -0.3961 -1.8579 0.4818  0.009

The multiplicity is 3. The calculation puts the HOMO energy (spin up / spin down) at -12.441 / -16.091 eV. The calculation puts the relative energy (zero: lowest compared OMol25 entry of this formula, charge and spin) at 5.105 eV. For the gap between HOMO and LUMO (spin up / spin down), the calculation gives 8.9 / 7.1 eV. For the LUMO energy (spin up / spin down), the calculation gives -3.50 / -9.01 eV. As for the total charge: +1.